This record from the OMol25 dataset describes one molecule with the formula C3H9NO. The level of theory is ωB97M-V/def2-TZVPD.

## Properties
**E_LUMO**: 1.1 eV
**2S+1**: 1
**Energy**: -6794.628 eV
**Total charge**: 0
**ΔE to the lowest compared entry with this formula, charge and spin**: 41.2 kJ/mol

The geometry in XYZ format:
```
14
Properties=species:S:1:pos:R:3:mulliken_charge:R:1
C -0.49 0.23 -1.74 -1.1403
C -0.01 0.69 -0.37 -0.3817
C 0.28 -0.49 0.56 0.0517
N 0.73 0.02 1.85 -0.6522
O -0.84 -1.29 0.76 -0.5768
H -1.35 -0.43 -1.63 0.2937
H 0.30 -0.33 -2.25 0.3156
H -0.77 1.07 -2.36 0.3439
H -0.77 1.32 0.10 0.3000
H 0.90 1.29 -0.48 0.3171
H 1.02 -1.16 0.08 0.3298
H 0.94 -0.75 2.47 0.2237
H 1.56 0.59 1.75 0.2127
H -1.49 -0.76 1.25 0.3627
```



This record from the OMol25 dataset describes one molecule with the formula C16H22N2O5. The level of theory is ωB97M-V/def2-TZVPD.

## Properties
**E_LUMO**: 0.7 eV
**2S+1**: 1
**Energy**: -30166.713 eV
**Total charge**: 0
**ΔE to the lowest compared entry with this formula, charge and spin**: 188.2 kJ/mol

The geometry in XYZ format:
```
45
Properties=species:S:1:pos:R:3:mulliken_charge:R:1
C 0.75 4.08 2.74 -0.6702
O 0.18 2.80 2.61 -0.3897
C 1.11 1.77 2.39 -0.4277
C 1.73 1.80 0.97 -1.0383
N 2.36 0.55 0.64 0.2969
C 3.73 0.37 1.08 -0.8059
C 4.71 1.30 0.33 -0.6509
O 4.72 2.63 0.82 -0.3465
C 5.50 2.83 1.97 -0.7115
C 1.75 -0.49 0.02 0.7894
O 2.31 -1.56 -0.16 -0.7026
C 0.31 -0.27 -0.43 -0.2629
C -0.20 -1.51 -1.16 -1.3166
N -1.59 -1.39 -1.50 0.3833
C -2.05 -0.63 -2.55 0.3897
O -1.38 0.01 -3.31 -0.5989
O -3.41 -0.70 -2.58 -0.4352
C -3.81 -1.50 -1.54 0.4130
C -5.08 -1.87 -1.17 -0.8792
C -5.20 -2.70 -0.07 -0.4345
C -4.08 -3.13 0.63 -0.7682
C -2.80 -2.76 0.26 -0.5955
C -2.67 -1.94 -0.84 1.1603
H 1.19 4.43 1.80 0.2886
H 1.52 4.09 3.52 0.2932
H -0.06 4.75 3.03 0.2528
H 1.90 1.81 3.15 0.3347
H 0.55 0.84 2.52 0.3330
H 0.94 2.04 0.26 0.3074
H 2.49 2.58 0.92 0.5347
H 3.80 0.54 2.15 0.3709
H 4.00 -0.66 0.86 0.4069
H 4.41 1.37 -0.71 0.3434
H 5.72 0.88 0.39 0.3832
H 5.12 2.28 2.83 0.2916
H 5.47 3.89 2.18 0.2415
H 6.54 2.53 1.79 0.3214
H -0.32 -0.05 0.43 0.3059
H 0.27 0.58 -1.12 0.3813
H 0.37 -1.64 -2.09 0.2069
H -0.06 -2.40 -0.54 0.4117
H -5.94 -1.52 -1.72 0.4372
H -6.18 -3.01 0.26 0.3730
H -4.21 -3.77 1.49 0.3822
H -1.93 -3.10 0.81 0.4001
```